{
  "formula": "C11H40N20O13",
  "method": "ωB97M-V with the def2-TZVPD basis set",
  "e_homo_ev": -2.46,
  "largest_force_ev_per_a": 6.2,
  "total_charge": -2,
  "molar_mass_g_mol": 660.57,
  "gap_ev": 6.893,
  "e_above_lowest_kcal_mol": 212.9,
  "elements": ["C", "O", "O", "O", "C", "O", "N", "N", "H", "H", "H", "H", "C", "O", "N", "N", "H", "H", "H", "H", "C", "O", "N", "N", "H", "H", "H", "H", "C", "O", "N", "N", "H", "H", "H", "H", "C", "O", "N", "N", "H", "H", "H", "H", "C", "O", "N", "N", "H", "H", "H", "H", "C", "O", "N", "N", "H", "H", "H", "H", "C", "O", "N", "N", "H", "H", "H", "H", "C", "O", "N", "N", "H", "H", "H", "H", "C", "O", "N", "N", "H", "H", "H", "H"],
  "xyz": [[0.022, -0.104, -0.311], [0.892, 0.513, 0.334], [0.313, -0.637, -1.396], [-1.101, -0.356, 0.225], [0.520, -1.487, 3.379], [-0.316, -0.620, 3.556], [0.799, -2.082, 2.286], [1.320, -1.881, 4.381], [1.687, -2.531, 2.128], [0.359, -1.680, 1.469], [1.339, -1.331, 5.225], [2.117, -2.444, 4.127], [3.385, 0.081, -3.268], [4.150, 0.009, -4.210], [2.048, 0.277, -3.321], [3.748, 0.228, -2.030], [1.517, 0.105, -2.473], [1.710, 0.672, -4.184], [2.964, 0.087, -1.410], [4.673, 0.545, -1.789], [-0.847, -4.151, -0.314], [-0.880, -5.345, -0.093], [-0.592, -3.654, -1.564], [-1.192, -3.152, 0.429], [-0.239, -4.374, -2.177], [-0.332, -2.680, -1.635], [-1.230, -2.198, 0.085], [-1.702, -3.467, 1.241], [-3.718, -0.974, 2.763], [-3.054, -0.039, 3.244], [-3.505, -1.504, 1.573], [-4.744, -1.629, 3.204], [-2.737, -1.173, 1.000], [-4.211, -2.010, 1.064], [-4.902, -1.339, 4.159], [-5.386, -2.107, 2.596], [2.713, 1.320, 3.772], [1.597, 1.739, 3.934], [3.255, 0.961, 2.610], [3.566, 0.903, 4.728], [4.092, 0.523, 2.952], [2.739, 0.780, 1.761], [3.186, 0.800, 5.655], [4.524, 0.882, 4.421], [-4.316, 2.556, -0.226], [-3.795, 2.690, 0.883], [-4.443, 1.408, -0.897], [-5.201, 3.439, -0.644], [-5.224, 1.514, -1.522], [-3.773, 0.698, -0.639], [-5.252, 4.342, -0.199], [-5.695, 3.435, -1.523], [-2.723, -1.466, -3.319], [-3.498, -1.802, -4.211], [-1.612, -0.843, -3.614], [-2.925, -1.483, -1.987], [-1.580, -0.542, -4.575], [-0.848, -0.692, -2.970], [-2.188, -1.124, -1.391], [-3.579, -2.133, -1.581], [3.418, -2.892, -0.210], [4.338, -3.683, -0.109], [2.523, -2.892, -1.231], [3.382, -1.888, 0.639], [2.358, -3.614, -1.912], [1.814, -2.175, -1.199], [2.537, -1.331, 0.683], [3.965, -1.975, 1.456], [2.271, 3.770, 0.536], [1.415, 3.746, 1.395], [3.160, 4.765, 0.388], [2.290, 2.982, -0.523], [3.766, 4.755, -0.415], [3.249, 5.404, 1.162], [1.963, 2.059, -0.252], [2.973, 3.196, -1.232], [-0.935, 3.055, -1.858], [-0.957, 3.028, -0.644], [-1.540, 3.953, -2.615], [-0.326, 2.095, -2.552], [-1.443, 4.102, -3.605], [-2.069, 4.552, -1.997], [-0.036, 2.277, -3.500], [-0.011, 1.236, -2.120]],
  "mulliken_charge": [1.08, -0.66, 0.12, -0.88, 0.45, -0.51, -0.04, -0.46, 0.29, -0.12, 0.28, 0.14, 0.45, -0.76, -0.08, -0.12, -0.30, 0.24, -0.13, 0.19, 0.37, -0.80, -0.20, 0.30, 0.23, 0.08, -0.31, 0.17, 0.40, -0.58, -0.09, -0.43, -0.26, 0.27, 0.29, 0.16, 0.55, -0.51, -0.24, -0.49, 0.20, 0.04, 0.23, 0.18, 0.78, -0.60, -0.40, -0.51, 0.11, 0.24, 0.25, 0.12, 0.25, -0.81, -0.22, 0.12, 0.21, 0.26, -0.09, 0.21, 0.50, -0.79, 0.01, -0.11, 0.23, -0.16, -0.06, 0.18, 0.59, -0.56, -0.44, -0.12, 0.11, 0.25, -0.09, 0.17, 0.39, -0.48, -0.44, 0.15, 0.12, 0.30, 0.14, -0.57]
}


{
  "formula": "C11H40N2O10",
  "method": "ωB97M-V with the def2-TZVPD basis set",
  "e_homo_ev": -8.17,
  "largest_force_ev_per_a": 2.1,
  "molar_mass_g_mol": 360.44,
  "gap_ev": 8.063,
  "elements": ["N", "H", "H", "H", "H", "N", "O", "O", "O", "C", "O", "H", "H", "H", "H", "C", "O", "H", "H", "H", "H", "C", "C", "C", "O", "H", "H", "H", "H", "H", "H", "H", "H", "C", "C", "C", "O", "H", "H", "H", "H", "H", "H", "H", "H", "C", "C", "C", "O", "H", "H", "H", "H", "H", "H", "H", "H", "O", "H", "H", "O", "H", "H"],
  "xyz": [[19.260, -14.424, 8.262], [19.083, -15.442, 8.321], [18.715, -13.915, 8.965], [18.968, -14.165, 7.301], [20.247, -14.169, 8.382], [22.224, -11.650, 9.258], [21.081, -11.914, 9.760], [22.571, -10.469, 9.121], [22.978, -12.592, 8.883], [19.405, -12.167, 5.721], [18.604, -13.371, 5.778], [19.467, -11.700, 6.705], [20.408, -12.460, 5.422], [18.895, -11.425, 5.104], [18.633, -13.789, 4.913], [17.494, -11.764, 11.209], [18.264, -12.669, 10.441], [17.916, -11.592, 12.205], [17.428, -10.757, 10.785], [16.486, -12.162, 11.309], [19.073, -12.190, 10.208], [17.320, -16.725, 12.549], [18.136, -15.635, 11.866], [19.606, -15.942, 11.737], [17.674, -15.465, 10.500], [17.482, -17.676, 12.032], [16.258, -16.490, 12.541], [17.663, -16.840, 13.578], [18.014, -14.694, 12.404], [20.127, -15.311, 11.032], [19.773, -17.003, 11.496], [20.128, -15.928, 12.706], [17.599, -16.366, 10.159], [15.128, -12.569, 8.271], [15.462, -11.506, 7.228], [16.546, -10.559, 7.698], [15.936, -12.230, 6.065], [16.022, -13.119, 8.565], [14.362, -13.257, 7.919], [14.744, -12.063, 9.165], [14.560, -10.990, 6.895], [17.357, -11.030, 8.257], [16.103, -9.761, 8.301], [17.014, -10.015, 6.872], [16.901, -12.269, 6.125], [18.266, -17.227, 5.589], [17.640, -17.264, 6.977], [16.859, -18.543, 7.227], [18.652, -17.143, 7.980], [19.124, -17.914, 5.564], [18.888, -16.327, 5.507], [17.578, -17.369, 4.764], [16.961, -16.410, 7.045], [16.177, -18.675, 6.382], [16.376, -18.546, 8.199], [17.524, -19.402, 7.084], [19.142, -17.965, 8.081], [21.872, -14.076, 6.885], [22.230, -14.788, 7.433], [22.290, -13.279, 7.255], [22.087, -15.786, 9.142], [22.161, -16.728, 9.331], [22.436, -15.343, 9.928]],
  "mulliken_charge": [0.96, 0.47, -0.09, 0.11, 0.09, 0.86, -0.61, -0.62, -0.68, -0.68, -0.61, 0.22, 0.32, 0.35, 0.18, -0.94, -0.20, 0.29, 0.35, 0.29, 0.16, -1.50, 0.50, -1.07, -0.30, 0.34, 0.33, 0.43, 0.26, 0.14, 0.29, 0.44, 0.13, -0.73, 0.46, -1.14, -0.59, -0.17, 0.37, 0.34, 0.30, 0.03, 0.43, 0.41, 0.29, -1.30, 0.68, -1.43, -0.58, 0.31, 0.19, 0.41, 0.19, 0.40, 0.35, 0.37, 0.26, -0.63, 0.27, 0.31, -0.56, 0.25, 0.29]
}


{
  "formula": "C11H40N4O5",
  "method": "ωB97M-V with the def2-TZVPD basis set",
  "e_homo_ev": [-10.36, -9.99],
  "largest_force_ev_per_a": 2.9,
  "total_charge": 1,
  "molar_mass_g_mol": 308.46,
  "multiplicity": 2,
  "gap_ev": [7.469, 3.209],
  "s2": 0.76,
  "elements": ["N", "H", "H", "H", "H", "N", "H", "H", "H", "H", "C", "O", "H", "H", "H", "C", "C", "O", "H", "H", "H", "H", "H", "O", "H", "H", "C", "C", "C", "O", "C", "N", "H", "H", "H", "H", "H", "H", "H", "H", "H", "H", "H", "C", "C", "C", "O", "C", "N", "H", "H", "H", "H", "H", "H", "H", "H", "H", "H", "H"],
  "xyz": [[-0.294, 0.350, 0.650], [-0.847, 0.356, 1.496], [-0.066, -0.571, 0.304], [0.549, 0.840, 0.915], [-0.740, 0.865, -0.095], [-3.690, 0.308, -0.306], [-3.012, 0.923, -0.734], [-4.458, 0.937, -0.493], [-3.436, 0.329, 0.672], [-3.836, -0.638, -0.628], [-2.233, 0.104, 3.515], [-2.560, 0.677, 2.289], [-1.873, 0.758, 4.309], [-3.031, -0.470, 3.985], [-1.426, -0.618, 3.392], [-1.309, 2.088, -3.953], [-0.628, 2.068, -2.597], [-1.390, 1.753, -1.434], [-2.096, 2.829, -4.093], [-1.669, 1.114, -4.283], [-0.577, 2.431, -4.685], [-0.215, 3.073, -2.511], [0.262, 1.439, -2.582], [-1.171, 4.031, 0.392], [-1.148, 3.277, -0.197], [-0.349, 3.980, 0.880], [0.852, -2.909, 1.846], [-0.232, -3.122, 0.716], [-1.706, -3.093, 1.175], [-2.012, -4.359, 1.791], [-3.278, -4.486, 2.430], [0.024, -2.139, -0.378], [1.908, -2.906, 1.577], [0.664, -3.628, 2.644], [0.735, -1.900, 2.241], [0.094, -4.077, 0.305], [-2.337, -2.748, 0.356], [-1.784, -2.397, 2.009], [-4.077, -4.598, 1.697], [-3.503, -3.563, 2.965], [-3.258, -5.367, 3.072], [-0.599, -2.313, -1.153], [0.965, -2.221, -0.735], [4.100, 2.501, -0.164], [2.935, 1.570, -0.398], [3.436, 0.240, -0.987], [4.274, 0.315, -2.104], [3.752, 1.087, -3.211], [2.211, 1.443, 0.872], [4.752, 2.514, -1.038], [4.746, 2.107, 0.621], [3.788, 3.520, 0.064], [2.236, 2.039, -1.090], [2.632, -0.477, -1.153], [3.947, -0.427, -0.292], [3.531, 2.141, -3.042], [2.915, 0.547, -3.652], [4.588, 1.015, -3.906], [2.023, 2.372, 1.221], [2.922, 1.083, 1.494]],
  "lowdin_spin": [0.01, 0.00, 0.00, 0.00, 0.00, 0.00, 0.00, 0.00, 0.00, 0.00, 0.01, 0.05, 0.00, 0.00, 0.00, 0.00, 0.09, 0.75, 0.00, 0.00, 0.00, 0.04, 0.03, 0.01, 0.00, 0.00, 0.00, 0.00, 0.00, 0.00, 0.00, 0.00, 0.00, 0.00, 0.00, 0.00, 0.00, 0.00, 0.00, 0.00, 0.00, 0.00, 0.00, 0.00, 0.00, 0.00, 0.00, 0.00, 0.00, 0.00, 0.00, 0.00, 0.00, 0.00, 0.00, 0.00, 0.00, 0.00, 0.00, 0.00]
}